Entry i
{
  "formula": "C7H17NO",
  "method": "ωB97M-V/def2-TZVPD",
  "homo_energy_ev": -10.014,
  "species": ["C", "C", "N", "O", "H", "H", "H", "H", "H", "C", "C", "C", "C", "C", "H", "H", "H", "H", "H", "H", "H", "H", "H", "H", "H", "H"],
  "xyz": [[-2.5832, 0.9890, -0.4402], [-2.1995, -0.2023, 0.4754], [-2.3731, -1.4844, -0.2093], [-1.7235, -0.1071, 1.6155], [-3.3966, 0.6368, -1.2222], [-1.5010, 1.0614, -1.0186], [-2.9960, 1.8494, 0.0838], [-1.9394, -2.2036, 0.2438], [-2.5809, -1.6876, -1.1870], [1.0465, 2.4397, -0.2398], [1.0439, 1.3626, 0.7820], [1.2354, 0.0578, -0.1438], [1.3695, -1.2031, 0.7246], [1.5493, -2.4157, -0.2341], [1.8364, 2.2054, -1.1049], [-0.0184, 2.5621, -0.7401], [1.2880, 3.3579, 0.2817], [0.1836, 1.1797, 1.5177], [1.9212, 1.5483, 1.4080], [0.3309, 0.1030, -0.6551], [2.0173, 0.2339, -0.9563], [0.5331, -1.1484, 1.2629], [2.2459, -1.1093, 1.3402], [2.2633, -2.1669, -1.1482], [1.8284, -3.2923, 0.2972], [0.6191, -2.5664, -0.7334]]
}

Entry ii
{
  "formula": "C7H17NO",
  "method": "ωB97M-V/def2-TZVPD",
  "homo_energy_ev": -9.218,
  "species": ["C", "C", "N", "C", "C", "C", "O", "H", "H", "H", "H", "H", "H", "H", "H", "H", "H", "H", "C", "C", "H", "H", "H", "H", "H", "H"],
  "xyz": [[-2.1857, 0.7087, -1.9535], [-0.8191, 0.1988, -2.4422], [0.2890, 0.3063, -1.3949], [0.0221, -0.4578, -0.1824], [0.7925, 1.5745, -1.1429], [0.1678, 2.8216, -1.7423], [1.7184, 1.7184, -0.3619], [-2.3867, 1.7239, -2.3186], [-2.1897, 0.9333, -0.8974], [-2.8941, 0.0173, -2.4033], [-0.8316, -0.8853, -2.5239], [-0.3266, 0.6280, -3.3036], [0.9687, -0.4877, 0.3448], [-0.7935, -0.0285, 0.3957], [-0.1359, -1.4879, -0.4998], [-0.2562, 2.6280, -2.7100], [-0.6547, 3.0776, -1.0533], [0.8027, 3.6689, -1.5254], [0.8023, -1.9520, 3.9111], [1.4442, -2.1996, 2.5293], [0.3777, -2.9103, 4.2298], [1.5056, -1.7212, 4.7100], [0.0059, -1.2158, 3.8411], [1.7207, -3.2362, 2.3604], [2.2033, -1.4536, 2.3175], [0.6529, -1.9695, 1.8159]]
}

Entry iii
{
  "formula": "C7H17NO",
  "method": "ωB97M-V/def2-TZVPD",
  "homo_energy_ev": -9.532,
  "species": ["C", "C", "C", "C", "C", "C", "C", "N", "O", "H", "H", "H", "H", "H", "H", "H", "H", "H", "H", "H", "H", "H", "H", "H", "H", "H"],
  "xyz": [[-1.6380, 1.0321, 0.9712], [-0.3786, 1.4376, 0.2103], [0.6360, 2.0514, 1.1749], [0.2522, 0.3083, -0.6388], [-0.5014, 0.1668, -1.9629], [0.4091, -1.0816, 0.0391], [1.5839, -1.8365, -0.5991], [-0.7799, -1.8789, -0.1578], [0.6970, -0.8893, 1.4242], [-1.3951, 0.3019, 1.7381], [-2.3910, 0.6256, 0.2992], [-2.0651, 1.9054, 1.4609], [-0.6630, 2.2199, -0.5050], [0.1867, 2.8864, 1.7088], [0.9636, 1.3105, 1.8964], [1.5050, 2.4198, 0.6336], [1.2695, 0.6420, -0.8692], [-0.0835, -0.6322, -2.5670], [-0.4326, 1.0957, -2.5247], [-1.5488, -0.0597, -1.7922], [1.4302, -1.9455, -1.6671], [2.5105, -1.2970, -0.4206], [1.6682, -2.8324, -0.1638], [-0.6708, -2.7964, 0.2609], [-1.5852, -1.4332, 0.2614], [1.0211, -1.7208, 1.7891]]
}

Which of them is most stable, and which least? Most stable: entry iii; least stable: entry i.

Entry i
{
  "formula": "C7H17NO",
  "method": "ωB97M-V/def2-TZVPD",
  "homo_energy_ev": -8.918,
  "species": ["C", "C", "N", "C", "C", "C", "O", "H", "H", "H", "H", "H", "H", "H", "H", "H", "H", "H", "C", "C", "H", "H", "H", "H", "H", "H"],
  "xyz": [[1.8280, -1.8114, -0.7838], [0.4882, -1.0204, -1.2261], [0.5546, 0.4780, -1.1418], [1.7234, 1.1477, -1.7544], [0.4009, 1.0271, 0.1948], [1.4778, 0.6642, 1.1909], [-0.5642, 1.6613, 0.5377], [2.7831, -1.1131, -0.5229], [2.4343, -2.2079, -1.5870], [1.7214, -2.4116, 0.1042], [0.1421, -1.3840, -2.1880], [-0.2934, -1.2282, -0.4849], [2.4706, 0.4229, -1.9417], [1.3811, 2.0146, -2.4610], [2.2160, 1.8069, -0.9969], [2.0483, 1.4492, 1.7011], [0.8181, 0.2982, 2.0360], [2.1270, -0.1561, 0.9948], [-2.9682, -1.1165, 0.5965], [-2.8064, -0.4864, 2.0020], [-3.3806, -2.1156, 0.6160], [-3.7761, -0.5200, 0.1287], [-2.0481, -1.0300, 0.0054], [-3.6327, 0.2536, 2.1773], [-1.9211, 0.0371, 2.3092], [-2.9890, -1.3099, 2.6851]]
}

Entry ii
{
  "formula": "C7H17NO",
  "method": "ωB97M-V/def2-TZVPD",
  "homo_energy_ev": -8.048,
  "species": ["C", "C", "C", "C", "C", "C", "C", "N", "O", "H", "H", "H", "H", "H", "H", "H", "H", "H", "H", "H", "H", "H", "H", "H", "H", "H"],
  "xyz": [[-0.4043, 0.6948, 0.6654], [0.3348, 0.4005, -0.5292], [0.1387, -1.4380, -0.2726], [-1.9022, 0.6092, 0.7548], [-0.2435, 0.7933, -1.8661], [0.5197, -2.0133, 1.0803], [1.0327, -2.0104, -1.3631], [0.6488, 2.8283, 1.6824], [0.0265, 2.4162, 0.4746], [0.1086, 0.4598, 1.5959], [1.4014, 0.5742, -0.4110], [-0.9071, -1.6507, -0.5021], [1.5270, 3.2862, 1.4387], [0.0692, 3.5580, 2.0960], [-2.3904, 0.7558, -0.2056], [-2.2091, -0.3501, 1.1702], [-2.2353, 1.4009, 1.4257], [-1.1752, 0.2678, -2.0730], [-0.4533, 1.8617, -1.8527], [0.4596, 0.5916, -2.6714], [1.4981, -1.6442, 1.3932], [2.0733, -1.7222, -1.2064], [0.5725, -3.1047, 1.0296], [-0.2082, -1.7728, 1.8536], [0.7298, -1.6886, -2.3573], [0.9879, -3.1033, -1.3498]]
}

Which of them is most stable, and which least? Most stable: entry i; least stable: entry ii.

Entry i
{
  "formula": "C2H5N3",
  "method": "ωB97M-V/def2-TZVPD",
  "homo_energy_ev": -9.949,
  "species": ["C", "C", "N", "N", "N", "H", "H", "H", "H", "H"],
  "xyz": [[-2.4476, 0.0027, -0.1396], [-0.0283, -0.8280, -0.1693], [-3.4254, -0.3690, 0.3207], [0.0003, 1.3781, -0.1349], [-0.6045, 0.3820, -0.7723], [1.1307, -0.7812, -0.3406], [-0.1881, -0.7603, 0.9117], [-0.6199, -1.7436, -0.6638], [-0.4020, 2.2467, -0.1506], [0.3234, 1.1024, 0.7563]]
}

Entry ii
{
  "formula": "C2H5N3",
  "method": "ωB97M-V/def2-TZVPD",
  "homo_energy_ev": -8.270,
  "species": ["C", "C", "N", "N", "N", "H", "H", "H", "H", "H"],
  "xyz": [[-2.4277, 0.0772, -0.3316], [1.8424, -0.8206, -1.0014], [-1.4371, 0.0019, 0.4279], [1.0365, -0.9333, -0.0520], [-0.7474, -0.1026, 1.3308], [-2.5222, -0.2875, -1.2527], [-3.2725, 0.6137, 0.2468], [1.5760, -1.1608, -1.9936], [2.8803, -0.5699, -0.8474], [1.4888, -0.7541, 0.8597]]
}

Entry iii
{
  "formula": "C2H5N3",
  "method": "ωB97M-V/def2-TZVPD",
  "homo_energy_ev": -9.021,
  "species": ["H", "N", "C", "N", "N", "C", "H", "H", "H", "H"],
  "xyz": [[-1.3435, -1.4876, 0.2238], [-2.1555, -0.8163, 0.0678], [-1.5409, 0.2712, -0.1389], [-0.1679, 0.5460, -0.1834], [0.5807, -0.5662, -0.3589], [1.8241, -0.3429, 0.1060], [-2.1063, 1.2925, -0.1463], [0.1103, 1.5129, 0.1449], [2.5655, -1.0911, -0.3639], [2.2335, 0.6814, 0.6488]]
}

Which of them is most stable, and which least? Most stable: entry iii; least stable: entry i.

Entry i
{
  "formula": "C4H3NO2",
  "method": "ωB97M-V/def2-TZVPD",
  "homo_energy_ev": -9.942,
  "species": ["O", "C", "N", "C", "C", "C", "O", "H", "H", "H"],
  "xyz": [[-1.0013, -2.6237, 0.1638], [-0.5049, -1.4923, 0.0813], [-1.4804, -0.3502, 0.0047], [-1.0560, 0.7953, -0.1406], [0.3972, 1.0213, -0.1435], [1.1944, -0.0648, 0.0033], [0.7313, -1.2632, -0.0805], [-1.4796, 1.8533, -0.0745], [0.8264, 2.0916, 0.0657], [2.3729, 0.0326, 0.1204]]
}

Entry ii
{
  "formula": "C4H3NO2",
  "method": "ωB97M-V/def2-TZVPD",
  "homo_energy_ev": -9.698,
  "species": ["O", "C", "C", "C", "O", "C", "N", "H", "H", "H"],
  "xyz": [[-0.7268, 2.4938, -1.1767], [-0.1665, 1.3592, -1.3695], [-0.2454, 0.1052, -0.4299], [-0.9162, -0.1200, 0.8646], [0.0428, -1.0377, 1.5005], [0.9171, -1.4280, 0.6373], [0.7143, -0.8714, -0.5358], [0.3635, 1.2718, -2.2101], [-1.7670, 0.2589, 1.7257], [1.7841, -2.0318, 0.9938]]
}

Entry iii
{
  "formula": "C4H3NO2",
  "method": "ωB97M-V/def2-TZVPD",
  "homo_energy_ev": -9.440,
  "species": ["O", "C", "C", "C", "O", "H", "H", "C", "N", "H"],
  "xyz": [[1.6525, 2.0316, 0.0497], [1.4714, 0.8994, -0.0111], [0.9093, -0.2856, -0.1913], [1.1638, -1.5184, 0.6171], [1.8212, -1.5689, 1.5691], [0.2544, -0.3117, -1.1063], [0.6106, -2.4715, 0.1101], [-2.6486, 1.0925, -0.3516], [-1.8281, 0.5704, -0.9397], [-3.4066, 1.5622, 0.2541]]
}

Which of them is most stable, and which least? Most stable: entry i; least stable: entry ii.